# 1
Formula: C42H31IrN7O5PSSe
Source: the Open Molecules 2025 dataset
Level of theory: the ωB97M-V functional and the def2-TZVPD basis

The calculation puts the energy above the lowest of the compared OMol25 structures with the same formula, charge and spin at 128.3 kJ/mol. Its expectation value of S² is 0.7555. Its multiplicity is 2. The calculated total energy is -5623.74475 a.u. The calculation puts the HOMO energy (spin up / spin down) at -10.54 / -10.53 eV. The value obtained for the LUMO energy (spin up / spin down) is -4.1 / -6.2 eV. The charge is +1. The frontier orbital gap (spin up / spin down) is 6.446 / 4.314 eV.

```
89
Properties=species:S:1:pos:R:3:forces:R:3
Ir 0.337 -0.987 -0.345 -0.9 -0.4 0.6
Se 6.682 -2.331 3.662 0.0 0.0 0.0
N 5.070 -1.727 4.102 0.0 0.0 0.0
C 4.352 -1.720 3.011 0.0 0.0 0.0
C 2.961 -1.287 2.968 0.0 0.0 -0.1
C 2.231 -0.881 4.087 0.0 0.0 0.0
C 0.915 -0.511 3.926 0.0 0.0 0.0
C 0.341 -0.521 2.657 0.1 0.0 0.0
N 1.051 -0.863 1.582 -0.1 -0.1 0.1
C 2.331 -1.274 1.732 0.0 0.0 0.1
C 2.997 -1.726 0.531 0.0 0.0 0.0
N 2.251 -1.699 -0.592 0.1 0.1 -0.1
C 2.753 -2.201 -1.721 0.0 0.0 0.0
C 4.044 -2.709 -1.777 0.0 0.0 0.0
C 4.832 -2.697 -0.646 0.0 0.0 0.0
C 4.300 -2.203 0.544 0.0 0.0 0.0
C 5.015 -2.171 1.814 0.0 0.0 0.0
N 6.260 -2.540 1.949 0.0 0.0 0.0
H 2.707 -0.881 5.059 0.0 0.0 0.0
H 0.304 -0.219 4.767 0.0 0.0 0.0
H -0.703 -0.302 2.489 0.1 0.0 0.0
H 2.106 -2.195 -2.582 0.0 0.0 0.0
H 4.408 -3.110 -2.711 0.0 0.0 0.0
H 5.845 -3.079 -0.658 0.0 0.0 0.0
O -0.308 -1.515 -2.258 0.1 0.2 0.1
S 0.064 -0.429 -3.260 0.2 0.0 0.0
O -1.096 0.689 -2.852 0.0 0.0 0.0
O 1.309 0.154 -2.709 0.0 0.1 -0.5
C -0.756 2.010 -2.710 0.0 0.0 0.0
C -1.287 2.907 -3.627 0.0 0.0 0.0
C -1.018 4.257 -3.507 0.0 0.0 0.0
C -0.208 4.718 -2.476 0.0 0.0 0.0
C 0.311 3.823 -1.561 0.0 0.0 0.0
C 0.042 2.453 -1.659 0.0 0.1 0.0
P 0.746 1.407 -0.360 0.2 0.1 -0.2
C 0.206 2.260 1.159 0.0 0.0 0.0
C 1.009 3.194 1.815 0.0 0.0 0.0
C 0.521 3.886 2.914 0.0 0.0 0.0
C -0.771 3.661 3.366 0.0 0.0 0.0
C -1.584 2.754 2.703 0.0 0.0 0.0
C -1.101 2.064 1.603 0.0 0.0 0.0
C 2.549 1.633 -0.409 0.0 0.0 0.0
C 3.312 1.428 0.743 0.0 0.0 0.0
C 4.695 1.495 0.694 0.0 0.0 0.0
C 5.332 1.773 -0.508 0.0 0.0 0.0
C 4.581 1.997 -1.652 0.0 0.0 0.0
C 3.196 1.925 -1.608 0.0 0.1 0.0
H -1.914 2.521 -4.419 0.0 0.0 0.0
H -1.437 4.953 -4.221 0.0 0.0 0.0
H 0.009 5.773 -2.380 0.0 0.0 0.0
H 0.928 4.192 -0.751 0.0 0.0 0.0
H 2.011 3.405 1.470 0.0 0.0 0.0
H 1.153 4.609 3.412 0.0 0.0 0.0
H -1.148 4.202 4.225 0.0 0.0 0.0
H -2.600 2.582 3.036 0.0 0.0 0.0
H -1.741 1.369 1.086 0.0 0.0 0.0
H 2.828 1.250 1.694 0.0 0.0 0.0
H 5.274 1.348 1.598 0.0 0.0 0.0
H 6.412 1.829 -0.549 0.0 0.0 0.0
H 5.072 2.231 -2.587 0.0 0.0 0.0
H 2.619 2.085 -2.508 0.0 0.0 0.0
N -0.190 -2.881 0.056 0.4 0.1 -0.2
C 0.255 -3.927 -0.291 -0.3 -0.2 0.1
N 0.775 -5.031 -0.544 0.0 0.0 0.0
C 0.378 -5.810 -1.556 0.1 0.0 0.0
N 0.112 -6.522 -2.422 0.0 0.0 0.0
C -7.766 -1.504 -1.866 0.0 0.0 0.0
C -6.411 -1.353 -1.231 0.0 0.0 0.0
C -5.747 -2.441 -0.687 0.0 0.0 0.0
C -4.494 -2.318 -0.097 0.0 0.0 0.0
C -3.825 -3.533 0.489 0.0 0.0 0.0
C -3.886 -1.061 -0.074 0.0 0.0 0.0
C -4.531 0.055 -0.621 0.0 0.0 -0.1
C -3.917 1.429 -0.587 0.0 0.0 0.0
C -5.788 -0.111 -1.183 0.0 0.0 0.0
C -2.534 -0.936 0.568 -0.1 0.2 0.1
O -2.324 -1.202 1.734 0.0 -0.2 0.0
O -1.606 -0.466 -0.256 0.2 -0.1 -0.1
H -8.177 -2.497 -1.689 0.0 0.0 0.0
H -7.707 -1.352 -2.945 0.0 0.0 0.0
H -8.468 -0.769 -1.470 0.0 0.0 0.0
H -6.215 -3.418 -0.715 0.0 0.0 0.0
H -4.433 -4.420 0.322 0.0 0.0 0.0
H -3.666 -3.414 1.560 0.0 0.0 0.0
H -2.850 -3.700 0.031 0.1 0.0 0.0
H -3.785 1.778 0.440 0.0 0.0 0.0
H -4.560 2.148 -1.093 0.0 0.0 0.0
H -2.944 1.439 -1.080 0.0 0.0 0.0
H -6.297 0.755 -1.593 0.0 0.0 0.0
```
Positions in Å, forces in eV/Å.



# 2
Formula: C3H4N2S
Source: the Open Molecules 2025 dataset
Level of theory: the ωB97M-V functional and the def2-TZVPD basis

The calculation puts the energy above the lowest of the compared OMol25 structures with the same formula, charge and spin at 481.7 kJ/mol. Its multiplicity is 1. The calculated total energy is -624.24231 a.u. The calculation puts the HOMO energy (spin up / spin down) at -6.76 / -6.76 eV. The value obtained for the LUMO energy (spin up / spin down) is 0.2 / 0.2 eV. The frontier orbital gap (spin up / spin down) is 6.997 / 7.005 eV.

```
10
Properties=species:S:1:pos:R:3:forces:R:3
C 0.897 -0.381 -0.659 -2.6 1.7 2.0
C -0.102 0.485 -1.161 0.6 -1.4 -0.1
C -0.348 -0.242 1.300 -0.4 2.1 -4.7
N 0.737 -0.653 0.685 0.0 -0.6 0.5
N -0.977 0.796 -0.241 1.5 -2.4 4.1
S -2.359 1.556 -0.186 -2.1 1.4 -0.3
H 1.681 -0.822 -1.081 3.0 -1.4 -2.1
H -0.333 0.780 -2.226 0.7 -0.3 1.5
H -0.627 -0.311 2.333 -0.1 0.4 0.2
H 1.431 -1.208 1.237 -0.6 0.6 -1.1
```
Positions in Å, forces in eV/Å.